{"formula": "C2H10NOS2", "method": "ωB97M-V with the def2-TZVPD basis set", "symbols": ["N", "C", "C", "S", "S", "H", "H", "H", "H", "H", "H", "H", "H", "H", "H", "O"], "positions_angstrom": [[-2.208, 0.338, -1.251], [-1.540, 1.178, -0.124], [-0.062, 1.284, -0.330], [0.673, 1.242, 1.443], [3.173, -0.227, 0.046], [-1.938, -0.643, -1.144], [-1.803, 0.594, -2.156], [-3.227, 0.398, -1.297], [-1.803, 0.666, 0.803], [-2.109, 2.105, -0.156], [0.586, 0.455, -0.610], [0.276, 2.234, -0.732], [3.212, 0.889, 0.862], [-2.942, -4.610, -1.401], [-2.913, -4.413, 0.081], [-2.973, -3.910, -0.740]], "lowdin_charge": [0.196, -0.223, -0.527, 0.635, 0.412, 0.165, 0.170, 0.172, 0.102, 0.134, -0.014, 0.074, -0.301, 0.039, 0.040, -0.073], "gap_ev": 6.0, "charge": 1}

***

{"formula": "C2H10NOS2", "method": "ωB97M-V with the def2-TZVPD basis set", "symbols": ["N", "C", "C", "S", "S", "H", "H", "H", "H", "H", "H", "H", "H", "H", "H", "O"], "positions_angstrom": [[1.050, 0.615, 0.262], [0.092, -0.432, -0.179], [-1.280, -0.378, 0.531], [-1.738, 1.323, 1.103], [-3.337, 0.943, 2.314], [0.569, 1.518, 0.258], [1.305, 0.510, 1.243], [1.867, 0.712, -0.362], [0.033, -0.450, -1.259], [0.494, -1.422, 0.063], [-1.262, -0.992, 1.426], [-2.067, -0.641, -0.160], [-2.646, 0.905, 3.456], [3.104, -0.705, -2.863], [1.626, -1.051, -3.166], [2.189, -0.455, -2.665]], "lowdin_charge": [0.172, -0.210, -0.484, 0.406, 0.394, 0.108, 0.174, 0.167, 0.112, 0.137, 0.071, 0.075, -0.178, 0.061, 0.049, -0.054], "gap_ev": 9.5, "charge": 1}

***

{"formula": "C2H10NOSi", "method": "ωB97M-V with the def2-TZVPD basis set", "symbols": ["C", "C", "N", "O", "Si", "H", "H", "H", "H", "H", "H", "H", "H", "H", "H"], "positions_angstrom": [[1.533, 0.564, 1.456], [0.136, 0.499, 1.720], [-0.809, 0.728, 0.851], [-0.982, 0.291, -1.890], [-0.439, -1.311, -2.062], [1.773, 0.448, 0.435], [2.029, -0.242, 2.001], [1.783, 1.439, 1.858], [-0.197, 0.455, 2.807], [-0.721, 0.590, -0.166], [-1.769, 0.662, 1.280], [-1.446, 0.702, -2.685], [-0.228, -1.618, -0.634], [-1.617, -1.981, -2.297], [0.954, -1.225, -2.674]], "lowdin_charge": [-0.005, -0.090, 0.219, -0.375, 0.613, 0.095, 0.129, 0.073, 0.180, 0.058, 0.179, 0.104, -0.075, -0.076, -0.029], "gap_ev": 10.6, "charge": 1}

***

{"formula": "C2H10NS", "method": "ωB97M-V with the def2-TZVPD basis set", "symbols": ["N", "H", "H", "H", "H", "C", "S", "C", "H", "H", "H", "H", "H", "H"], "positions_angstrom": [[-1.862, -1.933, -0.006], [-0.839, -1.827, -0.034], [-2.189, -2.804, -0.437], [-2.260, -1.182, -0.584], [-2.219, -1.947, 0.953], [1.231, -0.280, 0.948], [0.275, 0.347, -0.467], [0.559, 2.127, -0.132], [1.415, 0.486, 1.694], [0.817, -1.153, 1.445], [2.236, -0.537, 0.599], [1.608, 2.301, -0.374], [0.306, 2.306, 0.895], [-0.096, 2.733, -0.754]], "lowdin_charge": [0.289, 0.070, 0.160, 0.137, 0.162, -0.407, 0.724, -0.365, 0.042, 0.022, 0.045, 0.049, 0.031, 0.042], "gap_ev": 8.5, "charge": 1}

***

{"formula": "C2H10NS", "method": "ωB97M-V with the def2-TZVPD basis set", "symbols": ["N", "H", "H", "H", "H", "C", "C", "S", "H", "H", "H", "H", "H", "H"], "positions_angstrom": [[-2.042, -0.705, 0.849], [-2.864, -1.140, 1.269], [-2.314, 0.220, 0.508], [-1.592, -1.206, 0.062], [-1.302, -0.583, 1.545], [1.105, 0.996, 0.471], [1.363, 0.388, -0.912], [0.086, -0.819, -1.375], [0.430, 1.850, 0.513], [0.793, 0.191, 1.144], [2.066, 1.296, 0.850], [2.316, -0.127, -0.897], [1.381, 1.171, -1.654], [0.575, -1.534, -2.374]], "lowdin_charge": [0.279, 0.157, 0.152, 0.016, 0.134, -0.160, -0.556, 0.749, 0.079, 0.047, 0.078, 0.077, 0.070, -0.121], "gap_ev": 9.5, "charge": 1}

***

{"formula": "C2H10NS", "method": "ωB97M-V with the def2-TZVPD basis set", "symbols": ["N", "H", "H", "H", "H", "C", "C", "S", "H", "H", "H", "H", "H", "H"], "positions_angstrom": [[1.872, 1.962, 0.534], [2.387, 1.983, 1.421], [2.367, 2.429, -0.216], [0.985, 2.445, 0.698], [1.733, 0.962, 0.239], [-1.661, -0.632, -1.014], [-1.080, -1.186, 0.297], [0.720, -1.002, 0.450], [-1.481, 0.414, -1.236], [-1.275, -1.224, -1.841], [-2.726, -0.861, -0.928], [-1.355, -2.239, 0.354], [-1.583, -0.807, 1.188], [1.096, -2.244, 0.055]], "lowdin_charge": [0.283, 0.159, 0.149, 0.156, 0.004, -0.160, -0.590, 0.732, 0.061, 0.073, 0.081, 0.077, 0.069, -0.093], "gap_ev": 9.3, "charge": 1}

***

{"formula": "C2H10NS", "method": "ωB97M-V with the def2-TZVPD basis set", "symbols": ["N", "H", "H", "H", "H", "C", "S", "C", "H", "H", "H", "H", "H", "H"], "positions_angstrom": [[-0.007, -2.286, -1.520], [1.000, -2.728, -1.504], [-0.125, -1.670, -2.296], [-0.747, -3.000, -1.477], [-1.053, -0.718, 0.749], [0.410, 0.984, -0.666], [0.162, 0.015, 0.884], [-0.164, 1.236, 2.118], [1.214, 0.773, -1.295], [0.496, 2.088, -0.841], [-0.489, 0.672, -1.347], [-1.288, 1.411, 2.086], [0.263, 0.941, 3.158], [0.328, 2.281, 1.950]], "lowdin_charge": [-0.014, 0.090, -0.010, 0.031, 0.065, -0.293, 1.005, -0.359, 0.020, 0.093, 0.087, 0.081, 0.097, 0.108], "gap_ev": 9.9, "charge": 1}

***

{"formula": "C2H10NS", "method": "ωB97M-V with the def2-TZVPD basis set", "symbols": ["N", "H", "H", "H", "H", "C", "C", "S", "H", "H", "H", "H", "H", "H"], "positions_angstrom": [[1.706, -0.187, -1.986], [1.402, -1.136, -2.209], [0.907, 0.297, -1.524], [1.904, 0.288, -2.868], [2.539, -0.160, -1.404], [0.593, -0.382, 1.754], [-0.710, 0.353, 1.568], [-1.010, 0.188, -0.405], [0.390, -1.414, 1.488], [1.267, 0.236, 1.150], [1.045, -0.323, 2.753], [-0.694, 1.431, 1.720], [-1.687, -0.030, 1.860], [-2.221, -0.387, -0.303]], "lowdin_charge": [0.288, 0.152, 0.001, 0.156, 0.151, -0.198, -0.412, 0.656, 0.072, 0.051, 0.087, 0.065, 0.062, -0.131], "gap_ev": 9.3, "charge": 1}